{
  "formula": "C11H14NO2",
  "method": "ωB97M-V/def2-TZVPD",
  "e_lumo_ev": -3.472,
  "homo_ev": -11.676,
  "relative_energy_ev": 5.108,
  "total_charge": 1,
  "multiplicity": 1,
  "homo_lumo_gap_ev": 8.20,
  "elements": ["C", "C", "C", "C", "C", "C", "C", "C", "C", "C", "C", "N", "O", "O", "H", "H", "H", "H", "H", "H", "H", "H", "H", "H", "H", "H", "H", "H"],
  "positions_angstrom": [[-3.7467, 1.0727, -0.0468], [-3.4227, -0.1506, -0.4611], [-2.8332, 2.0276, 0.4600], [-2.0009, -0.6561, -0.0054], [-1.5561, 1.7362, 0.5560], [-1.0569, 0.5286, -0.0691], [1.2867, 1.4327, -0.3275], [0.2514, 0.5250, -0.1725], [2.1525, 1.7496, 0.6937], [1.7505, -1.9270, -0.7152], [2.8034, -1.6478, 0.2661], [1.8020, -2.8543, -1.6633], [2.1960, 1.2842, 1.9215], [0.7647, -1.1204, -0.7373], [-4.7031, 1.4557, -0.1549], [-3.9896, -0.8927, -1.0126], [-3.2991, 2.9450, 0.9768], [-1.5387, -1.4834, -0.4606], [-0.8482, 2.5136, 0.8105], [1.3986, 2.0118, -1.2441], [2.7271, 2.6136, 0.6642], [3.3399, -2.5144, 0.5818], [2.2778, -1.2127, 1.2180], [3.4591, -0.9092, -0.0424], [1.0090, -2.9123, -2.3923], [2.5815, -3.4552, -1.7143], [1.3759, 0.7742, 2.0581], [-2.1807, -0.9344, 1.0128]],
  "nbo_charge": [-0.260, -0.111, -0.140, -0.466, -0.233, -0.025, -0.488, 0.327, 0.320, 0.721, -0.708, -0.738, -0.609, -0.584, 0.225, 0.232, 0.241, 0.239, 0.224, 0.258, 0.201, 0.250, 0.246, 0.265, 0.447, 0.421, 0.493, 0.252]
}

{
  "formula": "C11H14NP",
  "method": "ωB97M-V/def2-TZVPD",
  "e_lumo_ev": [-1.079, -0.610],
  "homo_ev": [-6.999, -8.463],
  "relative_energy_ev": 4.379,
  "total_charge": 0,
  "multiplicity": 1,
  "homo_lumo_gap_ev": [5.92, 7.85],
  "elements": ["C", "C", "C", "C", "C", "C", "C", "C", "C", "C", "C", "N", "P", "H", "H", "H", "H", "H", "H", "H", "H", "H", "H", "H", "H", "H", "H"],
  "positions_angstrom": [[-4.3431, 0.0399, 0.0819], [-3.8015, 0.8715, -0.9061], [-3.5220, -0.5419, 1.0273], [-2.4590, 1.1233, -0.9416], [-2.1534, -0.3222, 1.0071], [-1.5939, 0.5641, 0.0417], [0.9332, 1.2995, 0.0475], [-0.2598, 0.8146, 0.0048], [4.4362, -0.2918, 0.0150], [2.1780, 0.6752, -0.5199], [3.1094, 0.1884, 0.5917], [0.6503, -1.9984, -0.4417], [-0.8009, -2.3475, -0.2782], [-5.4079, -0.1366, 0.1026], [-4.4564, 1.3210, -1.6393], [-3.9496, -1.1813, 1.7867], [-2.0317, 1.7731, -1.6906], [-1.5214, -0.6832, 1.8065], [1.1104, 2.2381, 0.5704], [4.2658, -1.0598, -0.7354], [5.0673, -0.7068, 0.7970], [4.9696, 0.5344, -0.4536], [2.6973, 1.4187, -1.1303], [1.8965, -0.1758, -1.1395], [2.6180, -0.6307, 1.1190], [3.2946, 0.9933, 1.3075], [-0.9260, -3.7790, -0.4307]],
  "nbo_charge": [-0.200, -0.223, -0.224, -0.181, -0.211, -0.130, -0.251, 0.159, -0.601, -0.424, -0.385, -0.850, 0.810, 0.214, 0.217, 0.217, 0.220, 0.228, 0.219, 0.208, 0.207, 0.196, 0.201, 0.245, 0.213, 0.188, -0.062]
}

{
  "formula": "C11H14S",
  "method": "ωB97M-V/def2-TZVPD",
  "e_lumo_ev": [0.770, -1.189],
  "homo_ev": [-5.987, -8.532],
  "relative_energy_ev": 0.809,
  "total_charge": 0,
  "multiplicity": 3,
  "s2": 2.033,
  "homo_lumo_gap_ev": [6.76, 7.34],
  "elements": ["C", "C", "C", "C", "C", "C", "C", "C", "C", "C", "C", "S", "H", "H", "H", "H", "H", "H", "H", "H", "H", "H", "H", "H", "H", "H"],
  "positions_angstrom": [[3.3768, 0.2843, -0.4368], [2.4607, 0.6052, -1.3936], [2.9423, 0.0477, 0.8055], [1.0965, 0.4130, -1.1720], [1.6050, 0.0728, 1.1384], [0.6310, 0.1479, 0.1798], [-0.2946, -2.4278, -1.3697], [-1.0337, -2.1148, -0.3548], [-1.3617, -0.0729, 1.8122], [-2.9895, 1.9044, -0.1893], [-0.8089, 0.0914, 0.4287], [-1.9725, 0.6095, -0.9336], [4.3628, 0.2424, -0.7553], [2.8188, 0.8847, -2.4378], [3.7546, -0.0166, 1.5200], [0.4199, 0.6813, -1.9263], [1.1948, -0.0841, 2.0658], [-0.1606, -3.5115, -1.5278], [-0.0722, -1.5962, -2.0543], [-1.6915, -2.5399, 0.3495], [-1.8252, -1.0885, 2.0298], [-2.1086, 0.7135, 2.0259], [-0.5060, 0.1823, 2.4948], [-4.1641, 1.8509, -0.5433], [-2.7118, 2.8836, -0.6306], [-2.9626, 1.8371, 0.8746]],
  "lowdin_spin": [0.086, -0.006, -0.005, 0.086, 0.089, 0.041, 0.111, 0.701, 0.063, 0.031, 0.522, 0.120, 0.006, -0.002, -0.002, 0.007, 0.006, 0.035, 0.022, 0.049, 0.021, 0.011, 0.002, -0.002, 0.006, 0.001]
}

{
  "formula": "C11H15BF2N2O",
  "method": "ωB97M-V/def2-TZVPD",
  "e_lumo_ev": 0.241,
  "homo_ev": -9.186,
  "relative_energy_ev": 0.920,
  "total_charge": 0,
  "multiplicity": 1,
  "homo_lumo_gap_ev": 9.43,
  "elements": ["C", "C", "N", "C", "O", "N", "C", "C", "C", "C", "C", "C", "C", "C", "B", "F", "F", "H", "H", "H", "H", "H", "H", "H", "H", "H", "H", "H", "H", "H", "H", "H"],
  "positions_angstrom": [[-0.0212, 3.6896, 2.6699], [1.1319, 3.0250, 2.0006], [2.1896, 2.7757, 3.0209], [0.8386, 1.6640, 1.4062], [1.2104, 0.6464, 2.0353], [0.3040, 1.5350, 0.1001], [0.3124, 0.2329, -0.5293], [-1.0837, -0.1825, -0.7677], [-1.1012, -1.6880, -1.1011], [-1.7230, -2.0047, -2.2582], [-1.7518, -3.3208, -2.7344], [-1.0835, -4.3349, -2.0530], [-0.3874, -4.0106, -0.8508], [-0.3814, -2.6518, -0.3309], [1.3340, 0.1666, -1.7632], [1.0197, 0.9473, -2.7525], [2.0667, -0.9588, -1.9555], [-0.7406, 3.8985, 1.8538], [-0.5268, 2.9930, 3.2694], [0.1897, 4.6287, 3.2052], [1.4286, 3.7230, 1.1749], [2.9056, 2.0894, 2.6232], [1.6920, 2.3247, 3.7720], [0.4294, 2.3324, -0.5915], [0.8596, -0.4894, 0.1596], [-1.4983, 0.4486, -1.5709], [-1.6567, -0.0220, 0.1444], [-2.3553, -1.2561, -2.7705], [-2.2955, -3.5938, -3.5965], [-1.1889, -5.3767, -2.3558], [-0.0081, -4.7855, -0.1725], [-0.1090, -2.4449, 0.7190]],
  "nbo_charge": [-0.602, -0.148, -0.808, 0.664, -0.634, -0.630, -0.450, -0.408, -0.017, -0.221, -0.194, -0.227, -0.189, -0.230, 1.306, -0.482, -0.481, 0.209, 0.209, 0.234, 0.194, 0.370, 0.361, 0.398, 0.258, 0.210, 0.225, 0.210, 0.209, 0.217, 0.214, 0.231]
}

{
  "formula": "C11H15Br34IInNOP",
  "method": "ωB97M-V/def2-TZVPD",
  "e_lumo_ev": 1.451,
  "homo_ev": -5.301,
  "total_charge": -1,
  "multiplicity": 1,
  "homo_lumo_gap_ev": 6.75,
  "elements": ["N", "P", "O", "In", "Br", "I", "H", "H", "H", "H", "C", "Br", "Br", "Br", "H", "C", "Br", "Br", "Br", "H", "C", "Br", "Br", "Br", "H", "C", "Br", "Br", "Br", "H", "C", "Br", "Br", "Br", "H", "C", "Br", "Br", "Br", "H", "C", "Br", "Br", "Br", "H", "C", "Br", "Br", "Br", "H", "C", "Br", "Br", "Br", "H", "C", "Br", "Br", "Br", "H", "C", "Br", "Br", "Br", "H"],
  "positions_angstrom": [[2.3562, -2.8163, 0.4093], [1.5833, -1.3652, -0.0839], [1.4696, -0.3053, 1.2122], [-0.8296, -2.0813, -0.3580], [-1.1011, -3.7024, -2.2988], [-2.3645, 0.2649, -0.5182], [3.1212, -2.9430, -0.2445], [1.7310, -3.6082, 0.3432], [1.7859, 0.5602, 0.9334], [-1.4559, -2.8099, 1.1028], [0.2621, 0.3114, -4.7132], [-0.7381, -0.1860, -3.1358], [-0.0387, -0.9135, -6.1811], [-0.0798, 2.1272, -5.2256], [1.3143, 0.2425, -4.4691], [0.5000, 1.1668, 3.4826], [2.0444, 1.7554, 4.4626], [-0.9741, 0.6945, 4.6030], [-0.0571, 2.4444, 2.1580], [0.7815, 0.2707, 2.9429], [-6.6416, -1.3822, 1.0805], [-7.5994, 0.2207, 0.6248], [-7.7733, -2.9396, 0.9482], [-5.0038, -1.5380, 0.1060], [-6.3676, -1.3027, 2.1225], [-0.2306, -3.2454, 4.7728], [-0.0742, -5.0973, 5.2390], [1.4201, -2.2835, 4.8641], [-0.9356, -2.9091, 2.8901], [-0.9219, -2.7956, 5.4732], [0.5766, 5.2608, -0.3092], [1.2164, 7.0489, -0.6135], [-1.2515, 5.0112, -0.8226], [1.7005, 3.9606, -1.1538], [0.6277, 5.0903, 0.7572], [3.5722, -1.1123, -7.8100], [4.5066, -2.5994, -8.5926], [4.4802, -0.4266, -6.2706], [3.2410, 0.2690, -9.1014], [2.6085, -1.4762, -7.4790], [-6.5938, -2.7021, 5.2476], [-7.5860, -1.1236, 4.7742], [-7.6959, -4.2726, 5.1893], [-5.0165, -2.8945, 4.1746], [-6.2714, -2.5762, 6.2705], [5.5890, -0.5132, 2.3385], [6.4440, -0.7047, 4.0625], [3.7491, -1.0260, 2.3382], [5.8065, 1.2761, 1.6652], [6.1191, -1.1691, 1.6636], [-3.9457, 3.4800, -3.7781], [-3.1854, 2.0436, -2.7649], [-2.6015, 4.6998, -4.4162], [-5.0442, 2.8311, -5.2171], [-4.5901, 4.0378, -3.1148], [3.6440, -4.0214, -3.6368], [4.8427, -4.3748, -5.0960], [4.6107, -3.5138, -2.0464], [2.3075, -2.7418, -4.1216], [3.1325, -4.9455, -3.4096], [2.0141, 6.3369, 3.6622], [2.5051, 5.9188, 5.4696], [2.7664, 5.0964, 2.4144], [0.1074, 6.4597, 3.4465], [2.4241, 7.3106, 3.4384]],
  "nbo_charge": [-1.163, 0.678, -1.040, 0.748, -0.518, -0.357, 0.382, 0.382, 0.506, -0.303, -0.516, 0.133, 0.046, 0.084, 0.221, -0.509, 0.076, 0.080, 0.071, 0.263, -0.515, 0.068, 0.058, 0.133, 0.219, -0.527, 0.053, 0.062, 0.048, 0.210, -0.521, 0.073, 0.106, 0.098, 0.230, -0.507, 0.079, 0.099, 0.088, 0.236, -0.508, 0.087, 0.089, 0.118, 0.223, -0.511, 0.052, 0.170, 0.062, 0.216, -0.522, 0.118, 0.058, 0.057, 0.216, -0.500, 0.083, 0.078, 0.122, 0.228, -0.506, 0.091, 0.111, 0.092, 0.224]
}

{
  "formula": "C11H15HgNP",
  "method": "ωB97M-V/def2-TZVPD",
  "e_lumo_ev": 2.659,
  "homo_ev": -1.246,
  "relative_energy_ev": 0.152,
  "total_charge": -1,
  "multiplicity": 1,
  "homo_lumo_gap_ev": 3.91,
  "elements": ["C", "C", "C", "C", "C", "Hg", "P", "H", "H", "H", "H", "H", "H", "H", "H", "C", "C", "C", "C", "N", "C", "C", "H", "H", "H", "H", "H", "H", "H"],
  "positions_angstrom": [[-0.3785, -3.0149, -2.3491], [-0.7111, -2.7945, -3.6371], [-1.1107, -1.5787, -4.2289], [-1.3156, -0.3323, -3.6069], [-1.0836, 0.0066, -2.3213], [-0.1624, -1.3739, -1.2288], [1.1477, -2.8400, 0.6321], [-0.1244, -4.0141, -1.9765], [-0.6995, -3.6455, -4.3378], [-1.3498, -1.6250, -5.2987], [-1.3132, 1.0063, -1.9407], [-1.7280, 0.4315, -4.2868], [2.4243, -2.3250, 1.0226], [1.4727, -4.1801, 0.2527], [0.4973, -3.0442, 1.8954], [0.6122, 3.4899, 3.6594], [0.3942, 2.4578, 2.5910], [0.0658, 1.1482, 2.9436], [-0.1374, 0.2015, 1.9384], [0.0028, 0.4917, 0.6384], [0.2953, 1.7510, 0.2887], [0.5077, 2.7622, 1.2327], [-0.2811, 3.6056, 4.2875], [1.4378, 3.2053, 4.3254], [0.8487, 4.4619, 3.2171], [-0.0288, 0.8502, 3.9866], [-0.3952, -0.8302, 2.1939], [0.3551, 1.9638, -0.7831], [0.7576, 3.7649, 0.8905]],
  "nbo_charge": [-1.014, -0.275, -0.384, -0.275, -0.978, 1.228, -0.018, 0.149, 0.150, 0.166, 0.147, 0.153, -0.013, 0.020, -0.036, -0.631, 0.009, -0.273, 0.048, -0.445, 0.058, -0.262, 0.218, 0.217, 0.212, 0.205, 0.194, 0.225, 0.207]
}

Number 1: energy -17208.89824 eV. Number 2: energy -22407.76404 eV. Number 3: energy -22462.61978 eV. Number 4: energy -22791.81586 eV. Number 5: energy -2419196.59802 eV. Number 6: energy -26598.41067 eV.